## i
20
Properties=species:S:1:pos:R:3:lowdin_charge:R:1 method="wB97M-V/def2-TZVPD" smiles=C1C[C@@H]2CC[C@H](C1)S2 orbital_gap_ev=9.08 e_lumo_ev=0.831
S -0.61 -0.86 1.55 0.902
H -1.42 -1.04 -2.47 0.169
C -1.05 0.64 0.86 -0.595
C -1.42 0.59 -0.70 -0.204
C 0.43 1.35 1.13 -0.224
H -2.42 1.06 -0.93 0.102
H 0.62 -2.22 -1.31 0.127
H -1.62 -1.60 -0.51 0.074
H 1.29 -2.02 0.73 0.108
H 0.84 1.47 2.34 0.145
C 0.43 -1.09 -1.10 -0.223
C 1.58 0.28 0.74 -0.269
C -1.12 -0.86 -1.24 -0.274
H -0.70 1.36 -1.34 0.149
C 0.87 -1.03 0.40 -0.507
H 2.46 0.13 1.55 0.138
H 0.62 2.45 0.82 0.102
H -1.79 1.16 1.43 0.086
H 2.23 0.62 -0.11 0.095
H 0.78 -0.39 -1.84 0.096

=====

## ii
20
Properties=species:S:1:pos:R:3:lowdin_charge:R:1 method="wB97M-V/def2-TZVPD" smiles="CC(C)=C(C)CC=S" orbital_gap_ev=8.58 e_lumo_ev=0.102
C -0.77 -1.64 0.97 -0.037
H -0.80 -2.29 0.15 0.042
H -2.16 0.96 0.98 0.066
C 1.26 1.14 -1.15 -0.041
H 1.65 -1.58 -1.78 0.123
H 0.87 1.31 -2.14 0.058
C -1.29 1.57 1.21 -0.709
H -0.12 -2.07 -1.57 0.039
H -1.79 -1.46 1.17 0.073
H -0.33 0.46 2.61 0.143
C 0.52 -1.23 -1.77 -0.067
C 0.43 -0.13 -0.69 -0.276
H 2.40 0.94 -1.09 0.115
H 1.12 2.02 -0.56 0.037
S -1.45 3.19 1.03 0.653
C -0.16 0.81 1.56 -0.258
C -0.15 -0.36 0.50 -0.255
H 0.84 1.24 1.59 0.115
H -0.22 -2.13 1.73 0.082
H 0.15 -0.73 -2.74 0.098

=====

## iii
20
Properties=species:S:1:pos:R:3:lowdin_charge:R:1 method="wB97M-V/def2-TZVPD" smiles="CC1=C(C)CSCC1" orbital_gap_ev=9.43 e_lumo_ev=1.003
H 0.76 -1.81 -1.52 0.082
H -2.36 0.59 0.33 0.116
H 2.22 -1.79 0.52 0.089
C 1.98 -0.75 0.80 -0.064
H 1.93 -0.54 -1.83 0.083
H -1.43 1.83 -0.50 0.119
H -2.48 0.47 -2.18 0.073
C -0.35 0.84 1.94 -0.053
C -1.48 0.75 -0.30 -0.235
H 1.84 -0.72 1.87 0.057
H -0.72 1.87 1.95 0.085
H -1.92 -1.05 -1.43 0.087
C 0.79 -0.31 0.01 -0.302
C 0.91 -0.73 -1.45 -0.472
C -0.26 0.36 0.51 -0.267
H 0.62 0.78 2.48 0.069
S -0.18 0.10 -2.62 0.854
H 2.86 -0.14 0.57 0.092
C -1.66 0.01 -1.62 -0.498
H -1.07 0.23 2.49 0.083

=====

In kJ/mol, relative to the most stable structure: i 278.5; ii 183.4; iii 0.0.

=====

## i
18
Properties=species:S:1:pos:R:3:lowdin_charge:R:1 method="wB97M-V/def2-TZVPD" total_charge=+1 orbital_gap_ev="8.47 / 8.47" e_lumo_ev="-3.927 / -3.927"
H -1.93 0.65 0.84 0.196
C -0.74 -0.45 -0.41 -0.025
C -0.84 -0.63 2.12 -0.025
H -3.00 -1.16 2.01 0.134
H -1.90 -2.32 1.15 0.135
C 1.62 0.82 -1.92 -0.112
H 0.99 0.43 -2.70 0.112
C 2.56 1.75 -2.14 0.131
C 1.42 0.39 -0.59 -0.182
N -1.41 -0.23 0.84 -0.116
C -2.02 -1.33 1.59 -0.019
H -0.97 0.06 2.94 0.137
H 3.17 2.14 -1.34 0.093
H -0.47 -1.49 -0.56 0.080
H -1.26 -0.01 -1.25 0.075
H 2.73 2.16 -3.12 0.088
H 0.13 -1.11 2.09 0.132
O 1.94 0.32 0.45 0.167

=====

## ii
18
Properties=species:S:1:pos:R:3:lowdin_charge:R:1 method="wB97M-V/def2-TZVPD" total_charge=+1 orbital_gap_ev="7.59 / 7.59" e_lumo_ev="-4.735 / -4.736"
H 2.68 -1.77 -0.09 0.135
H 3.35 0.70 0.47 0.155
H -2.57 -0.40 -1.13 0.104
H -3.03 -1.41 0.40 0.121
C 1.07 1.20 0.33 -0.175
H -1.13 -0.75 1.57 0.266
C 1.96 -0.99 0.09 -0.273
O 0.74 -1.43 -0.03 -0.011
C -2.21 -1.06 -0.31 0.040
H 0.49 0.96 -1.99 0.143
H 0.03 2.37 -0.92 0.111
C -0.16 0.42 0.11 -0.120
H -1.52 -1.98 -0.59 0.138
C 2.27 0.27 0.35 -0.042
N -1.39 -0.11 0.65 0.026
C 0.30 1.35 -0.98 0.028
H -2.02 0.64 1.00 0.194
H 1.13 1.99 1.07 0.161

=====

## iii
18
Properties=species:S:1:pos:R:3:lowdin_charge:R:1 method="wB97M-V/def2-TZVPD" smiles="CC(=[N+]=O)[C@@H]1C[C@@H]1C" total_charge=+1 orbital_gap_ev=7.64 e_lumo_ev=-6.398
H -1.53 -1.24 -1.41 0.146
H 1.20 -0.08 -1.96 0.036
H 0.85 2.21 1.76 0.130
H -0.14 -2.68 0.34 0.144
H 1.81 0.92 1.06 0.101
C -0.76 -0.57 0.44 -0.104
C 0.23 -0.07 -2.16 -0.004
H 1.16 -1.49 -0.14 0.075
N -0.75 0.82 2.43 0.092
O -1.17 1.40 3.33 0.306
H -0.25 0.94 -2.15 0.119
C -0.50 -0.95 -1.14 -0.191
C 0.87 1.39 0.97 0.046
C -0.33 0.55 1.25 -0.175
H -1.82 -0.86 0.47 0.145
C 0.18 -1.72 -0.11 -0.017
H 0.76 1.94 0.05 0.106
H 0.18 -0.52 -3.04 0.043

=====

In kJ/mol, relative to the most stable structure: i 0.0; ii 132.0; iii 202.7.

=====

## i
25
Properties=species:S:1:pos:R:3:lowdin_charge:R:1 method="wB97M-V/def2-TZVPD" orbital_gap_ev=8.72 e_lumo_ev=0.808
O -1.72 1.28 0.35 0.039
C -1.76 -0.80 -0.91 -0.006
H -0.29 2.37 -2.03 -0.008
H 2.15 -0.68 -0.54 0.082
H -1.18 -1.71 -1.03 0.081
O -0.36 1.41 -2.07 -0.248
H 1.69 2.19 -0.51 0.097
H -2.56 1.34 -0.13 0.123
H 1.77 1.30 1.01 0.089
H 0.79 -1.38 -1.42 0.080
H 0.76 -2.39 0.98 0.073
H 1.81 -1.12 1.65 0.061
H -1.25 -1.00 1.70 0.085
H 0.39 2.38 0.69 0.091
C 1.27 -0.45 -1.13 -0.028
H -1.99 -0.40 -1.89 0.093
C 0.38 0.54 -0.44 -0.322
C 0.82 -1.57 1.70 -0.134
H -0.18 0.32 2.15 0.086
C -0.99 0.26 -0.16 -0.478
C -0.28 -0.56 1.51 -0.097
H -2.69 -1.02 -0.38 0.093
H 0.74 -2.02 2.70 0.076
C 1.09 1.68 0.24 -0.024
H 1.60 0.04 -2.05 0.097

=====

## ii
25
Properties=species:S:1:pos:R:3:lowdin_charge:R:1 method="wB97M-V/def2-TZVPD" smiles="C=C(O)CC.CC(C)O" orbital_gap_ev=9.68 e_lumo_ev=0.787
H -1.74 0.55 2.32 0.065
H 1.76 -2.31 1.89 0.072
C 2.49 -0.89 0.43 -0.188
O 1.66 -0.97 -1.80 0.032
H 0.53 -1.16 1.36 0.055
H 2.86 -0.18 1.17 0.111
H -0.98 -1.15 -0.83 0.059
C 2.02 -0.14 -0.78 -0.442
H 3.32 -1.53 0.13 0.117
C 1.95 1.19 -0.86 0.031
C -2.55 1.80 0.10 -0.065
C -1.84 -0.50 -0.70 -0.067
H -2.49 2.27 -0.88 0.081
H -2.32 -0.24 -1.64 0.082
H 1.03 -2.49 0.30 0.073
H -2.48 -1.04 0.10 0.118
O -1.69 -0.07 1.58 -0.135
H 2.25 1.81 -0.04 0.059
H 1.28 -0.46 -2.52 0.108
H -3.57 1.42 0.22 0.084
C -1.55 0.66 0.19 -0.405
C 1.38 -1.76 1.03 -0.084
H 1.56 1.68 -1.74 0.060
H -0.51 1.00 0.12 0.102
H -2.36 2.54 0.87 0.075

=====

In kJ/mol, relative to the most stable structure: i 203.6; ii 0.0.

=====

## i
16
Properties=species:S:1:pos:R:3:lowdin_charge:R:1 method="wB97M-V/def2-TZVPD" orbital_gap_ev=9.77 e_lumo_ev=1.050
H 1.92 1.35 -0.62 0.085
C -1.00 -0.81 2.33 -0.020
C -0.95 -0.03 0.99 -0.293
O -1.84 -0.26 -0.10 0.001
H 2.43 1.14 -2.30 0.096
H 2.32 -0.38 -1.11 0.078
H -0.14 0.07 -2.57 0.102
H 0.00 -0.97 2.66 0.056
H -0.47 -1.61 -0.57 0.144
H -1.63 -1.67 2.12 0.080
C 0.35 0.56 -1.76 -0.223
H -1.38 -0.20 3.19 0.087
C 1.87 0.58 -1.45 -0.068
H -0.66 0.97 1.11 0.119
C -0.55 -0.51 -0.30 -0.212
F -0.27 1.77 -1.61 -0.032

=====

## ii
16
Properties=species:S:1:pos:R:3:lowdin_charge:R:1 method="wB97M-V/def2-TZVPD" smiles="C=C1OC1(C)C.F" orbital_gap_ev=10.56 e_lumo_ev=0.806
H -0.69 -0.42 2.02 0.119
H -2.35 -0.53 0.06 0.153
C -0.47 0.54 -0.03 -0.443
H 0.76 0.75 1.67 0.097
C -1.92 0.46 -0.46 0.004
H -2.41 1.31 -0.18 0.041
C 1.30 -0.92 -1.47 0.053
C -0.28 0.47 1.47 -0.006
H -0.84 1.21 1.85 0.035
H 1.13 -2.01 -1.32 0.092
C 0.57 0.01 -0.89 -0.317
H 2.27 -0.69 -1.90 0.077
O 0.49 1.36 -0.75 0.094
H -1.99 0.54 -1.52 0.074
H 2.08 -0.74 0.40 0.004
F 2.33 -1.35 1.04 -0.078

=====

In kJ/mol, relative to the most stable structure: i 114.2; ii 0.0.

=====

## i
16
Properties=species:S:1:pos:R:3:lowdin_charge:R:1 method="wB97M-V/def2-TZVPD" orbital_gap_ev=10.67 e_lumo_ev=0.880
H 0.88 1.39 1.16 0.097
H -1.63 -1.16 0.24 0.096
H -2.26 0.44 0.77 0.093
C 1.08 -0.60 1.39 -0.176
H -0.86 -0.21 -2.30 0.092
F 1.02 -1.85 0.97 0.031
O -0.45 1.90 -0.81 -0.044
C 0.60 0.45 0.78 -0.025
H 0.94 0.32 -2.19 0.096
C 0.09 -0.21 -1.71 -0.025
H 0.46 -1.24 -1.61 0.083
C -0.36 0.50 -0.41 -0.575
H -0.65 2.43 -0.03 0.084
H -2.46 -0.15 -0.82 0.084
C -1.70 -0.09 -0.02 -0.053
H 1.66 -0.61 2.38 0.141

=====

## ii
16
Properties=species:S:1:pos:R:3:lowdin_charge:R:1 method="wB97M-V/def2-TZVPD" orbital_gap_ev="8.73 / 7.76" e_lumo_ev="0.896 / 0.714"
H 1.65 -0.78 1.80 0.056
H -1.78 0.07 -1.19 0.069
H 0.01 1.10 1.26 0.107
C 1.46 -1.18 0.84 -0.025
C -0.23 0.81 0.24 -0.230
C 1.33 0.60 -2.59 -0.151
C 0.98 -0.09 -0.09 -0.282
H 0.99 1.69 -2.70 0.128
H 2.45 -1.63 0.51 0.109
H -0.13 1.78 -0.18 0.085
H -2.45 0.99 0.23 0.107
H -1.79 -0.79 0.58 0.113
O 1.40 0.03 -1.34 -0.013
C -1.60 0.19 -0.10 -0.111
F 2.46 0.36 -3.34 -0.025
H 0.73 -1.93 1.07 0.063

=====

In kJ/mol, relative to the most stable structure: i 0.0; ii 340.5.

=====

## i
13
Properties=species:S:1:pos:R:3:lowdin_spin:R:1 method="wB97M-V/def2-TZVPD" s_squared=0.75 total_charge=+1 spin_multiplicity=2 orbital_gap_ev="5.20 / 2.32" e_lumo_ev="-6.866 / -9.741"
H 2.64 1.90 -1.19 0.025
H 1.91 -0.54 -0.77 0.024
C 2.93 -0.17 -0.78 0.441
N -2.47 -0.30 -0.31 0.000
H -2.26 0.69 -0.36 0.000
H 4.14 1.49 -0.14 0.030
H -2.44 0.19 1.81 0.000
H -3.54 -1.03 1.37 0.000
C -2.57 -0.65 1.13 0.000
H -1.89 -1.48 1.33 0.000
H -3.41 -0.36 -0.69 0.000
H 3.73 -0.91 -0.79 0.030
C 3.22 1.17 -0.62 0.450

=====

## ii
13
Properties=species:S:1:pos:R:3:lowdin_spin:R:1 method="wB97M-V/def2-TZVPD" s_squared=0.75 total_charge=+1 spin_multiplicity=2 orbital_gap_ev="13.49 / 11.09" e_lumo_ev="-3.072 / -7.633"
H 1.71 0.86 -0.66 0.001
C 0.81 0.43 -1.09 0.064
H -1.92 0.35 0.02 0.034
H -1.38 -0.68 -1.36 0.001
N 0.09 -0.23 0.00 0.657
H -1.67 -1.37 0.24 0.016
H 0.17 1.20 -1.54 0.030
H -0.33 -0.17 2.02 0.001
H 1.37 -0.26 1.64 0.019
C 0.43 0.21 1.35 0.064
H 1.06 -0.27 -1.88 0.020
C -1.30 -0.49 -0.29 0.065
H 0.44 1.30 1.42 0.029

=====

In kJ/mol, relative to the most stable structure: i 292.0; ii 0.0.

=====

## i
11
Properties=species:S:1:pos:R:3:lowdin_charge:R:1 method="wB97M-V/def2-TZVPD" total_charge=-1 orbital_gap_ev=8.36 e_lumo_ev=3.660
C 2.27 0.13 -0.29 -0.040
H 2.35 -0.66 -0.99 0.012
C 1.05 0.21 0.41 -0.233
O -1.86 1.83 -0.47 -0.527
H 3.19 0.27 0.23 0.023
H 0.86 0.88 1.15 0.017
O -1.49 -0.43 0.92 -0.644
S -0.42 -0.78 -0.15 0.731
S -2.78 0.80 0.05 0.724
O -3.30 -0.12 -0.99 -0.524
O 0.14 -2.14 0.12 -0.540

=====

## ii
11
Properties=species:S:1:pos:R:3:lowdin_charge:R:1 method="wB97M-V/def2-TZVPD" total_charge=-1 orbital_gap_ev="6.85 / 6.85" e_lumo_ev="3.217 / 3.215"
H -0.92 2.13 -0.78 0.170
H -1.29 -2.58 0.43 -0.018
H -1.51 -1.01 0.24 -0.022
S 1.80 -0.83 0.23 0.382
C 0.82 1.69 0.07 -0.578
S 1.24 -2.69 -0.11 -0.107
O 1.80 2.05 0.67 0.060
O -0.08 2.61 -0.35 0.059
O -1.78 -1.78 0.80 -0.172
O -0.59 0.11 -0.88 -0.083
C 0.51 0.30 -0.31 -0.692

=====

In kJ/mol, relative to the most stable structure: i 267.5; ii 0.0.

=====

## i
84
Properties=species:S:1:pos:R:3:lowdin_spin:R:1 method="wB97M-V/def2-TZVPD" s_squared=6.01 total_charge=+1 spin_multiplicity=5 orbital_gap_ev="7.77 / 7.88" e_lumo_ev="-3.121 / -2.992"
C 1.14 0.75 -5.29 0.000
C -1.91 0.43 -5.70 0.000
Ho -0.15 -0.16 1.66 4.055
H -0.64 -2.64 -6.14 0.000
H -2.70 1.18 -0.69 0.000
H -1.39 4.95 4.80 0.000
H 3.34 1.85 1.61 0.000
H -2.73 0.87 -5.11 0.000
H -0.07 -2.43 -2.16 0.000
H -2.99 0.14 -2.13 0.000
H 1.70 2.13 -2.12 0.000
C 0.48 -1.00 -7.02 0.000
C -1.80 -0.91 -5.77 0.000
C 0.22 1.86 -5.69 0.000
H 0.43 0.29 -2.99 0.000
H 3.39 -0.68 2.59 0.000
C -1.08 1.44 -6.42 0.000
O -0.78 1.33 3.03 -0.010
H -1.43 -3.86 0.63 0.000
O -1.38 3.49 2.61 0.000
C -1.22 1.70 5.75 0.000
H 2.18 -3.11 0.09 0.000
H -0.04 2.43 -4.78 0.000
H 3.65 -2.30 3.22 0.000
C 1.63 -1.92 2.57 -0.005
P -0.90 -0.42 -1.05 -0.005
P 1.79 0.92 -0.01 -0.005
H -0.83 1.12 -7.44 0.000
C 0.84 -2.75 1.73 -0.006
H 2.90 -0.73 -1.41 0.000
H -1.39 5.24 7.30 0.000
H 0.29 -0.23 -7.78 0.000
C 1.26 -0.46 -5.86 0.000
H 0.40 2.63 -1.01 0.000
C -1.67 -3.41 1.59 0.000
H 2.40 -0.30 4.58 0.000
H -1.69 2.36 -6.53 0.000
C -0.56 -1.84 3.34 -0.006
C 3.10 -1.73 2.46 0.000
C -1.82 -1.52 4.07 0.000
H 0.59 -3.88 -0.08 0.000
H -2.53 -2.75 1.46 0.000
C -1.13 2.59 3.39 0.000
H 3.14 2.92 0.18 0.000
C -1.28 3.12 7.69 0.000
H 1.84 1.03 -4.49 0.000
H -0.87 1.42 -2.64 0.000
H 0.82 0.50 4.72 0.000
H -1.70 -1.70 5.15 0.000
C -0.51 -2.69 2.18 -0.006
H -2.01 -4.23 2.24 0.000
H -1.36 -1.96 -7.59 0.000
H -2.67 -2.14 3.72 0.000
H 3.49 -2.07 1.49 0.000
H 4.00 -0.10 -0.14 0.000
C -2.64 0.16 -1.09 0.000
C -0.07 0.83 -2.17 -0.001
C -1.23 1.84 7.14 0.000
C -1.31 4.09 5.46 0.000
C -0.86 -1.69 -6.64 0.000
C 0.92 1.76 -1.44 -0.001
H 1.80 -4.57 1.00 0.000
C 1.37 -3.62 0.64 0.000
C 3.22 0.17 -0.87 -0.001
C -1.33 4.24 6.85 0.000
C 1.32 -0.48 4.68 0.000
H 1.87 2.86 1.46 0.000
H 0.75 2.58 -6.35 0.000
H -1.34 -1.62 -3.13 0.000
H 1.10 -1.76 -7.51 0.000
H -1.20 0.94 7.78 0.000
C -1.04 -1.91 -2.11 -0.001
H -2.53 -1.53 -5.25 0.000
H 3.63 0.90 -1.59 0.000
H -3.25 -0.51 -0.48 0.000
H 1.18 -0.95 5.66 0.000
C 2.61 2.28 0.90 -0.001
C 0.80 -1.35 3.58 -0.007
H -2.14 -0.46 3.94 0.000
H -1.79 -2.59 -1.69 0.000
C -1.21 2.80 4.88 0.000
H -1.30 3.25 8.77 0.000
H -1.23 0.71 5.29 0.000
H 2.06 -1.13 -5.53 0.000

=====

## ii
84
Properties=species:S:1:pos:R:3:lowdin_spin:R:1 method="wB97M-V/def2-TZVPD" s_squared=6.01 total_charge=+1 spin_multiplicity=5 orbital_gap_ev="8.02 / 8.16" e_lumo_ev="-2.461 / -2.332"
H -4.08 -0.91 1.44 0.000
C -2.52 -1.51 -3.26 0.000
H 1.01 3.20 -2.31 0.000
H 0.08 0.77 -1.86 0.000
C 2.16 0.17 6.61 0.000
H -1.93 -1.61 -5.88 0.000
H 1.83 0.66 -2.23 0.000
C 1.55 -0.70 7.52 0.000
C 2.09 2.61 1.64 -0.004
H -2.09 2.74 1.61 0.000
C -1.31 -0.87 -5.35 0.000
C 3.26 2.49 -0.66 0.000
C 0.53 -0.89 3.34 0.000
C 0.91 0.07 -2.11 0.000
H -3.26 -1.17 -2.53 0.000
H -3.68 1.60 -0.46 0.000
O 1.24 -0.11 2.53 -0.005
C 0.17 -1.32 -5.44 0.000
C 0.93 -0.85 4.78 0.000
H -1.94 3.66 0.11 0.000
H -0.78 -1.93 -2.10 0.000
Ho 0.54 0.68 0.61 4.041
H -1.59 -2.36 0.80 0.000
C 0.38 3.00 3.55 0.000
C 0.31 -1.72 5.70 0.000
H 0.32 -1.84 -6.40 0.000
H 3.66 1.46 -0.56 0.000
H -2.66 -0.81 2.55 0.000
C -1.40 -3.67 -4.20 0.000
H 0.16 -2.34 7.76 0.000
H -4.09 -0.03 -1.09 0.000
H -1.47 -4.73 -3.87 0.000
H 4.07 3.17 -0.36 0.000
H 0.25 4.62 -1.57 0.000
H 2.87 0.93 6.95 0.000
H 0.09 2.03 3.97 0.000
H 3.03 2.66 -1.71 0.000
H 3.30 2.97 3.37 0.000
H 1.80 -0.65 8.58 0.000
C -1.50 3.51 1.10 0.001
H 4.21 2.59 1.89 0.000
C -0.50 -2.16 -1.07 0.000
H -2.63 -2.20 -0.65 0.000
H -2.75 0.91 -1.82 0.000
H -0.48 3.67 3.66 0.000
C 0.31 3.52 -1.53 -0.001
H 0.81 -0.43 -5.49 0.000
C -3.27 0.67 -0.89 -0.001
H 3.37 1.31 2.76 0.000
C 2.49 -2.37 -1.54 -0.001
H 3.43 -1.81 -1.38 0.000
H -0.31 -3.24 -1.02 0.000
H 1.71 -2.05 -4.10 0.000
H 2.35 0.75 4.53 0.000
H 2.52 -3.30 -0.97 0.000
C -3.22 -0.31 1.75 -0.001
H 0.65 -0.34 -3.09 0.000
H -1.48 -3.70 -5.30 0.000
H -1.40 0.06 -5.94 0.000
O -0.42 -1.58 2.95 0.001
C -0.05 -3.18 -3.75 0.000
P -2.13 -0.08 0.31 -0.005
C 1.87 0.08 5.25 0.000
C 3.30 2.36 2.46 0.000
C 0.78 2.89 2.13 -0.004
H 2.40 -2.60 -2.61 0.000
C -0.06 3.15 1.01 -0.004
H -1.64 4.44 1.67 0.000
C 0.64 -2.16 -4.30 0.000
H 0.46 -3.86 -3.06 0.000
H -0.69 3.14 -1.79 0.000
C -1.80 -0.60 -3.95 0.000
H -3.48 -3.13 -4.31 0.000
H -1.75 0.45 -3.64 0.000
H -0.43 -2.42 5.32 0.000
C 2.07 2.69 0.21 -0.006
H -3.55 0.68 2.10 0.000
H 1.21 3.38 4.17 0.000
H -2.94 -3.50 -2.68 0.000
P 1.15 -1.35 -0.94 -0.004
C 0.63 -1.65 7.06 0.000
C 0.74 3.07 -0.18 -0.006
C -1.71 -1.83 -0.16 0.000
C -2.65 -2.96 -3.60 0.000

=====

In kJ/mol, relative to the most stable structure: i 0.0; ii 195.9.